Record 1
C3H5NO2 | wB97M-V/def2-TZVPD

Element x y z (Å)
H1 -0.043 1.111 1.290
H2 -1.308 -0.174 -1.283
C1 1.946 -0.818 -0.500
O1 0.328 1.596 -0.714
C2 -0.233 0.824 0.256
H3 1.099 2.108 -0.411
O2 2.464 -1.775 -0.157
N1 -0.231 -1.070 0.278
C3 -1.224 -0.144 -0.195
H4 -0.630 -1.559 1.102
H5 -2.169 -0.098 0.335

Molecular weight   87.08 u
Energy   -322.42521 a.u.
HOMO-LUMO gap   9.387 eV
LUMO level   0.0246 Eh
HOMO level   -8.72 eV
Energy above the lowest of the compared OMol25 structures with the same formula, charge and spin   4.058 eV

***

Record 2
C3H5NO2 | wB97M-V/def2-TZVPD

Element x y z (Å)
C1 0.099 0.628 -0.246
O1 0.640 1.720 -0.876
H1 -1.952 0.021 0.329
O2 1.819 -0.778 0.871
H2 -0.717 -1.963 0.719
C2 -1.178 -0.166 -0.427
H3 -1.614 -0.210 -1.424
H4 0.513 2.522 -0.358
N1 -0.371 -1.376 -0.037
C3 0.672 -0.485 0.241
H5 2.089 0.087 1.207

Molecular weight   87.08 u
Energy   -322.46785 a.u.
HOMO-LUMO gap   8.500 eV
LUMO level   0.0208 Eh
HOMO level   -7.93 eV
Energy above the lowest of the compared OMol25 structures with the same formula, charge and spin   2.898 eV

***

Record 3
C3H5NO2 | wB97M-V/def2-TZVPD

Element x y z (Å)
C1 1.561 -0.107 0.633
C2 -0.622 -0.712 -0.072
H1 -2.525 -0.144 -0.844
O1 0.234 -0.272 0.916
H2 -1.293 1.162 -0.720
N1 1.973 1.076 0.520
C3 -1.729 0.278 -0.236
H3 -2.092 0.609 0.738
H4 2.977 1.092 0.357
H5 2.147 -1.022 0.569
O2 -0.442 -1.718 -0.696

Molecular weight   87.08 u
Energy   -322.53396 a.u.
HOMO-LUMO gap   11.686 eV
LUMO level   0.0348 Eh
HOMO level   -10.74 eV
Energy above the lowest of the compared OMol25 structures with the same formula, charge and spin   1.099 eV

***

Record 4
C3H5NO2 | wB97M-V/def2-TZVPD

Element x y z (Å)
H1 1.686 1.913 -0.182
H2 -1.984 -0.867 1.198
C1 -2.016 -0.468 0.019
H3 3.112 0.143 0.457
N1 -0.151 0.903 -0.139
H4 -2.595 0.518 0.002
C2 2.074 -0.168 0.004
C3 1.171 0.965 -0.164
H5 -2.487 -1.238 -0.610
O1 1.765 -1.377 -0.182
O2 -0.575 -0.323 -0.401

Molecular weight   87.08 u
Energy   -322.41358 a.u.
HOMO-LUMO gap   9.157 eV
LUMO level   -0.0115 Eh
HOMO level   -9.47 eV
Energy above the lowest of the compared OMol25 structures with the same formula, charge and spin   4.374 eV

***

Record 5
C3H5NO2 | wB97M-V/def2-TZVPD

Element x y z (Å)
N1 -0.203 -1.509 -0.683
H1 -0.349 2.018 1.255
H2 0.473 -2.005 -1.270
O1 0.893 -0.988 0.713
H3 1.697 0.881 0.390
H4 -0.226 -0.100 -2.280
C1 -0.256 0.932 1.255
C2 0.888 0.304 0.847
H5 -1.068 0.359 1.680
O2 -1.262 0.469 -0.639
C3 -0.586 -0.361 -1.268

Molecular weight   87.08 u
Energy   -322.39105 a.u.
HOMO-LUMO gap   8.142 eV
LUMO level   -0.0399 Eh
HOMO level   -9.23 eV
Energy above the lowest of the compared OMol25 structures with the same formula, charge and spin   4.987 eV

***

Record 6
C3H5NO2 | wB97M-V/def2-TZVPD

Element x y z (Å)
H1 -1.433 0.428 -1.058
H2 2.441 0.566 1.068
H3 -0.184 -0.765 -1.560
N1 1.508 0.185 1.030
O1 -0.967 -0.947 0.392
H4 1.340 -0.746 1.380
C1 -0.815 0.290 0.903
O2 0.664 1.937 -0.186
C2 0.508 0.898 0.430
C3 -1.117 -0.623 -1.013
H5 -1.945 -1.222 -1.386

Molecular weight   87.08 u
Energy   -322.41079 a.u.
HOMO-LUMO gap   8.364 eV
LUMO level   -0.0123 Eh
HOMO level   -8.70 eV
Energy above the lowest of the compared OMol25 structures with the same formula, charge and spin   4.450 eV

***

Record 7
C3H5NO2 | wB97M-V/def2-TZVPD

Element x y z (Å)
N1 -0.391 -1.673 -0.239
H1 0.471 -1.488 2.939
H2 0.957 1.900 -1.582
C1 0.469 0.716 0.250
O1 1.004 0.919 1.294
H3 -0.867 -2.131 -1.017
H4 -0.646 2.305 -0.857
H5 0.083 -1.712 2.346
C2 -0.172 -0.465 -0.477
O2 -0.456 0.324 -1.574
C3 0.110 1.528 -1.001

Molecular weight   87.08 u
Energy   -322.46331 a.u.
HOMO-LUMO gap   10.311 eV
LUMO level   -0.0091 Eh
HOMO level   -10.56 eV
Energy above the lowest of the compared OMol25 structures with the same formula, charge and spin   3.021 eV

***

Record 8
C3H5NO2 | wB97M-V/def2-TZVPD

Element x y z (Å)
C1 -0.538 -0.360 0.465
H1 0.558 1.443 0.082
O1 1.665 -0.268 -0.362
C2 -0.037 0.601 -1.748
H2 -1.509 0.409 0.685
N1 -0.486 0.730 -2.804
H3 -1.021 -1.201 -0.058
O2 0.168 -0.729 1.647
H4 1.730 -0.614 0.552
H5 -0.986 -0.453 1.912
C3 0.456 0.441 -0.371

Molecular weight   87.08 u
Energy   -322.42704 a.u.
HOMO-LUMO gap   11.012 eV
LUMO level   -0.0003 Eh
HOMO level   -11.02 eV
Energy above the lowest of the compared OMol25 structures with the same formula, charge and spin   4.008 eV

***

Record 9
C3H5NO2 | wB97M-V/def2-TZVPD

Element x y z (Å)
O1 2.068 1.241 0.217
H1 -1.347 1.586 -1.436
H2 -0.418 -2.178 -0.041
H3 -0.280 0.117 1.766
C1 -1.348 0.330 0.009
N1 -2.011 1.079 -0.687
C2 1.578 0.250 -0.352
C3 -0.517 -0.369 0.827
H4 1.517 -0.669 0.201
O2 -0.321 -1.704 0.801
H5 1.077 0.316 -1.304

Molecular weight   87.08 u
Energy   -322.41634 a.u.
HOMO-LUMO gap   8.986 eV
LUMO level   0.0117 Eh
HOMO level   -8.67 eV
Energy above the lowest of the compared OMol25 structures with the same formula, charge and spin   4.299 eV

***

Record 10
C3H5NO2 | wB97M-V/def2-TZVPD

Element x y z (Å)
C1 -1.351 0.483 -0.126
H1 -1.496 -1.660 -0.388
C2 1.260 0.170 -0.263
H2 -0.644 -1.176 1.084
H3 2.423 0.886 1.023
C3 -0.793 -0.922 0.024
O1 -0.628 1.407 -0.405
O2 0.412 -0.870 -0.696
N1 1.579 0.335 0.943
H4 1.658 0.666 -1.147
H5 -2.420 0.681 -0.049

Molecular weight   87.08 u
Energy   -322.48950 a.u.
HOMO-LUMO gap   10.510 eV
LUMO level   0.0325 Eh
HOMO level   -9.63 eV
Energy above the lowest of the compared OMol25 structures with the same formula, charge and spin   2.309 eV